{"formula": "C2H5OP", "method": "ωB97M-V/def2-TZVPD", "symbols": ["H", "H", "C", "H", "H", "H", "P", "O", "C"], "positions_angstrom": [[2.33518, -1.19211, -0.71295], [-2.41440, 1.29299, -0.11931], [-2.40507, 0.15937, -0.19295], [0.05027, 0.90460, -1.12970], [1.48443, -1.32532, 1.01505], [0.24348, 1.23161, 0.96516], [0.34811, 0.19215, -0.03426], [-1.27682, -0.42313, 0.11742], [1.63482, -0.84016, 0.09153]], "mulliken_charge": [0.26, 0.12, -0.19, 0.08, 0.22, 0.10, 0.25, -0.20, -0.64], "multiplicity": 1, "de_lowest_kcal_mol": 118.14, "mol_weight_g_mol": 76.03, "gap_ev": 8.29, "energy_ev": -13485.7522}

{"formula": "C2H5OPS", "method": "ωB97M-V/def2-TZVPD", "symbols": ["H", "H", "H", "S", "P", "C", "H", "O", "H", "C"], "positions_angstrom": [[0.58451, -0.55574, 2.31099], [-1.20364, 0.26788, -1.61570], [-0.22684, -2.18015, -0.67275], [0.25622, 1.35822, 0.96077], [0.79515, -1.07365, -0.19291], [-0.06715, -0.46328, 1.35635], [-1.18684, -0.44387, 1.40193], [-0.65280, 1.01796, -1.63695], [1.27212, 1.24447, -1.11679], [0.42926, 0.82815, -0.79495]], "mulliken_charge": [0.32, 0.35, 0.04, -0.11, -0.09, -0.57, 0.34, -0.47, 0.47, -0.26], "multiplicity": 1, "de_lowest_kcal_mol": 48.45, "mol_weight_g_mol": 108.10, "gap_ev": 9.23, "energy_ev": -24324.1385}

{"formula": "C2H5OPS3", "method": "ωB97M-V/def2-TZVPD", "symbols": ["H", "S", "C", "H", "H", "P", "C", "H", "S", "H", "O", "S"], "positions_angstrom": [[-0.51632, -0.35969, 0.60743], [1.73448, 0.56779, 1.10575], [0.02730, 0.96046, -0.92543], [1.84464, -3.14590, 0.07622], [-0.74565, 0.54192, -1.64110], [2.38350, -0.38247, -0.65244], [0.00909, 0.66584, 0.55953], [-0.63150, 1.39356, 1.04849], [4.14980, -0.34776, -1.51807], [0.21843, 1.96179, -1.02120], [1.16239, 0.35689, -1.53410], [0.56245, -2.96347, -0.26795]], "mulliken_charge": [0.22, -0.11, -0.35, 0.13, 0.24, 0.43, -0.39, 0.39, -0.27, 0.29, -0.31, -0.26], "multiplicity": 1, "de_lowest_kcal_mol": 54.91, "mol_weight_g_mol": 172.24, "gap_ev": [7.39, 6.22], "energy_ev": -45995.5104}

{"formula": "C2H5PSi", "method": "ωB97M-V/def2-TZVPD", "symbols": ["C", "H", "C", "H", "H", "H", "P", "Si", "H"], "positions_angstrom": [[1.83366, -0.60676, -0.84096], [3.16197, 0.07045, 0.83473], [2.31578, -0.17829, 0.29703], [1.92354, -1.27234, -1.77658], [-2.39534, -0.21938, 0.65392], [-2.76067, -0.88358, -1.33786], [0.48675, 0.25731, 0.09499], [-2.39781, 0.38861, -0.57512], [-0.30050, -0.84212, 0.61255]], "mulliken_charge": [-0.20, 0.37, -0.33, 0.31, -0.07, -0.08, -0.07, 0.04, 0.02], "multiplicity": 1, "de_lowest_kcal_mol": 59.24, "mol_weight_g_mol": 88.12, "gap_ev": 7.04, "energy_ev": -19315.5286}

{"formula": "C2H5S", "method": "ωB97M-V/def2-TZVPD", "symbols": ["H", "H", "H", "H", "S", "C", "H", "C"], "positions_angstrom": [[1.09283, -0.21394, 0.39436], [-0.23549, 0.02261, -1.51758], [-1.29330, -2.11793, 0.81740], [0.71810, 1.53682, 0.93260], [-0.10397, -2.67925, 1.09085], [-0.15269, 0.88268, -0.86835], [-0.64991, 1.82939, -1.04317], [0.62443, 0.73963, 0.19389]], "mulliken_charge": [0.17, 0.24, -0.06, 0.21, -0.90, -0.44, 0.23, -0.45], "multiplicity": 1, "de_lowest_kcal_mol": 16.22, "mol_weight_g_mol": 61.13, "gap_ev": 6.69, "charge": -1, "energy_ev": -12990.2127}

{"formula": "C2H6", "method": "ωB97M-V/def2-TZVPD", "symbols": ["H", "H", "H", "H", "C", "H", "H", "C"], "positions_angstrom": [[1.37965, 1.21377, -0.29116], [-1.36748, 0.83303, 0.35926], [-1.27782, -0.92193, 0.49825], [1.27856, -0.73988, -0.54711], [-0.78998, 0.01036, -0.01106], [-1.00038, 0.22158, -1.10147], [1.04494, -0.47341, 1.04306], [0.73251, -0.14351, 0.05022]], "mulliken_charge": [0.15, 0.31, 0.22, 0.35, -0.72, 0.23, 0.25, -0.80], "multiplicity": 1, "de_lowest_kcal_mol": 54.14, "mol_weight_g_mol": 30.07, "gap_ev": 11.62, "energy_ev": -2168.9012}

{"formula": "C2H6", "method": "ωB97M-V/def2-TZVPD", "symbols": ["H", "H", "C", "H", "C", "H", "H", "H"], "positions_angstrom": [[-1.44063, -0.46804, 0.53291], [0.56686, -1.31049, -0.22469], [0.73383, -0.17968, -0.08023], [1.11383, 0.21747, -1.01503], [-0.76755, 0.26461, 0.08803], [1.39273, -0.16648, 0.78916], [-0.46291, 1.08892, 0.80218], [-1.13617, 0.55368, -0.89233]], "mulliken_spin": [0.02, 0.20, 0.31, -0.01, 0.30, 0.02, 0.18, 0.00], "multiplicity": 2, "de_lowest_kcal_mol": 1.69, "mol_weight_g_mol": 30.07, "gap_ev": [15.68, 8.46], "charge": 1, "energy_ev": -2159.4555}

{"formula": "C2H6AsClN2RhS5", "method": "ωB97M-V/def2-TZVPD", "symbols": ["N", "H", "S", "H", "H", "N", "H", "H", "C", "H", "S", "C", "S", "S", "Cl", "Rh", "As", "S"], "positions_angstrom": [[1.62490, 1.84485, -2.30178], [2.71251, -1.11665, -2.41974], [-0.42518, 2.56173, 0.25960], [1.25888, 2.44838, -1.55502], [0.74198, 3.06959, -3.70917], [2.61951, -0.17684, -2.76770], [1.99633, 2.02048, -4.36750], [2.37253, -0.08892, -3.73888], [1.16833, 2.07186, -3.65725], [0.39544, 1.34270, -3.91794], [-0.07139, 0.67348, 2.47995], [2.11791, 0.69991, -1.88622], [2.23805, 0.36784, -0.18731], [1.57350, 3.80827, 2.99491], [-0.53790, -0.87427, -1.69848], [0.02829, 0.38024, 0.28237], [-0.25420, 2.93223, 2.53017], [-2.07169, 3.56622, 3.30190]], "mulliken_charge": [0.02, 0.27, -0.44, 0.18, 0.36, -0.45, 0.34, 0.23, -1.05, 0.32, -0.33, 0.58, -0.31, -0.53, -0.55, 0.34, 0.53, -0.52], "multiplicity": 1, "de_lowest_kcal_mol": 4.23, "mol_weight_g_mol": 431.70, "gap_ev": 6.18, "charge": -1, "energy_ev": -135702.0507}

{"formula": "C2H6BrClN5OP", "method": "ωB97M-V/def2-TZVPD", "symbols": ["N", "Br", "C", "H", "N", "H", "O", "H", "N", "H", "H", "C", "P", "H", "N", "Cl", "N"], "positions_angstrom": [[0.45418, -0.42675, 0.53150], [0.54680, 0.57110, -4.24737], [0.00222, 0.57588, -0.24346], [-2.96115, 0.10800, 2.30894], [-0.32802, -0.46998, 1.63678], [2.64977, -1.10542, -1.71134], [2.79663, -0.78387, -0.79820], [-0.25884, -1.13053, 2.39838], [0.45348, 0.94082, -1.44004], [0.25812, 0.27948, -2.26634], [0.99068, 1.78791, -1.52001], [-1.22106, 0.49887, 1.48895], [1.78482, -1.55267, 0.20571], [-2.68651, 1.67145, 1.95247], [-2.25187, 0.84077, 2.34666], [0.84313, -2.98860, -0.99689], [-1.07237, 1.18353, 0.35426]], "mulliken_charge": [0.51, -0.77, 0.05, 0.30, -0.28, 0.35, -0.37, 0.28, -0.15, 0.14, 0.20, 0.56, 0.14, 0.34, -0.57, -0.19, -0.54], "multiplicity": 1, "mol_weight_g_mol": 262.44, "gap_ev": 6.64, "energy_ev": -103523.0815}

{"formula": "C2H6BrI2NP", "method": "ωB97M-V/def2-TZVPD", "symbols": ["Br", "I", "C", "H", "N", "C", "P", "I", "H", "H", "H", "H", "H"], "positions_angstrom": [[-2.99469, -3.23574, -1.13375], [3.80443, -0.53126, -0.50380], [-1.42188, 0.53436, -0.65386], [0.50002, -0.43628, -2.17373], [-1.04322, -0.79708, -0.83840], [-0.08246, -1.16247, -1.60737], [-1.83098, -2.03181, 0.41036], [0.16908, -3.19433, 0.80694], [-0.49151, 1.02235, -0.23411], [-1.52004, 0.89243, -1.70779], [5.24326, -0.05336, -0.44690], [0.19190, -2.16986, -1.79626], [-2.38760, 0.74596, -0.14483]], "mulliken_charge": [-0.05, -0.08, -0.85, 0.35, 0.12, -0.35, 0.22, 0.17, 0.36, 0.34, 0.10, 0.36, 0.34], "multiplicity": 1, "de_lowest_kcal_mol": 7.36, "mol_weight_g_mol": 408.76, "gap_ev": 7.65, "charge": 1, "energy_ev": -99186.5976}

{"formula": "C2H6BrIO2Si", "method": "ωB97M-V/def2-TZVPD", "symbols": ["H", "I", "H", "C", "H", "Si", "O", "Br", "O", "H", "H", "H", "C"], "positions_angstrom": [[-1.14131, 1.23986, 2.92838], [1.14109, 2.74282, -0.99238], [0.94613, -2.40535, -1.86865], [-1.20509, 1.16698, 1.84139], [-0.91791, 2.03397, 1.24360], [0.69324, -0.03075, 0.33076], [-0.05951, 0.36381, 1.65867], [2.71487, -0.48252, 0.82018], [-0.14753, -0.91151, -0.62132], [0.49540, -0.74524, -2.67260], [-0.74163, -1.95929, -2.27642], [-2.04219, 0.52722, 1.50514], [0.26443, -1.54000, -1.89675]], "mulliken_charge": [0.20, -0.36, 0.29, -0.45, 0.26, 0.42, -0.14, -0.18, -0.12, 0.31, 0.23, 0.19, -0.63], "multiplicity": 1, "de_lowest_kcal_mol": 22.61, "mol_weight_g_mol": 296.96, "smiles": "CO[Si](Br)(I)OC", "gap_ev": 8.51, "energy_ev": -92289.4696}

{"formula": "C2H6BrN3", "method": "ωB97M-V/def2-TZVPD", "symbols": ["N", "C", "N", "H", "C", "H", "H", "H", "H", "H", "N", "Br"], "positions_angstrom": [[-0.23404, -0.09751, -0.00040], [-0.57703, 1.17079, -0.11680], [-1.77377, 1.50156, 0.05173], [0.04468, 2.05277, -0.22052], [1.16312, -0.64019, -0.14387], [-0.81131, -0.77615, 0.54084], [0.54159, -2.61469, -0.01809], [-1.99791, 2.50182, 0.12638], [-2.51013, 0.83681, 0.15275], [2.18702, -2.46442, -0.04225], [1.35341, -1.92060, 0.00200], [2.61435, 0.44980, -0.33179]], "mulliken_charge": [-0.28, 0.21, -0.17, 0.34, 0.61, 0.33, 0.29, 0.31, 0.25, 0.27, -0.30, 0.13], "multiplicity": 1, "de_lowest_kcal_mol": 0.00, "mol_weight_g_mol": 152.00, "smiles": "N/C(Br)=[NH+]/C=[NH2+]", "gap_ev": 10.62, "charge": 2, "energy_ev": -76665.3970}